Record 1
Entry from the Open Molecules 2025 dataset: a structure of composition C2H3AgLiO in a non-equilibrium geometry (ωB97M-V with the def2-TZVPD basis set).

The HOMO-LUMO gap (spin up / spin down) is 0.2573 / 0.2484 hartree. As for the energy above the lowest of the compared OMol25 structures with the same formula, charge and spin: 30.0 kcal per mole. As for the total energy: -8360.9451 eV. The strongest force on any atom is 5.5 eV/Å. Its net charge is +1. The calculation puts the highest occupied orbital energy (spin up / spin down) at -12.1763 / -13.1889 eV. As for the expectation value of S²: 2.01. As for the spin multiplicity: 3.

Cartesian coordinates (Å):
O (1.00, 0.34, 0.10)
C (0.48, 0.31, -1.08)
Li (0.02, 0.72, 1.53)
Ag (0.33, -1.78, -0.14)
H (0.93, 1.06, -1.77)
C (-1.57, -0.52, 0.34)
H (-2.45, -1.01, -0.10)
H (-2.20, 0.12, 0.99)

Record 2
Entry from the Open Molecules 2025 dataset: a structure of composition C2H3AgLiO in a non-equilibrium geometry (ωB97M-V with the def2-TZVPD basis set).

The HOMO-LUMO gap (spin up / spin down) is 0.2578 / 0.2682 hartree. As for the energy above the lowest of the compared OMol25 structures with the same formula, charge and spin: 0.0 kcal per mole. As for the total energy: -8362.2453 eV. The strongest force on any atom is 3.2 eV/Å. Its net charge is +1. The calculation puts the highest occupied orbital energy (spin up / spin down) at -11.6495 / -13.7902 eV. As for the expectation value of S²: 2.01. As for the spin multiplicity: 3.

Cartesian coordinates (Å):
O (-0.86, -0.13, -1.07)
C (0.30, 0.37, -0.64)
Ag (-1.08, -1.18, 0.57)
Li (0.57, 2.18, 0.53)
H (1.12, 0.36, -1.38)
C (0.71, -0.07, 0.98)
H (0.50, 0.41, 1.96)
H (1.80, -0.16, 0.98)

Record 3
Entry from the Open Molecules 2025 dataset: a structure of composition C2H3AlFO in a non-equilibrium geometry (ωB97M-V with the def2-TZVPD basis set).

The HOMO-LUMO gap (spin up / spin down) is 0.3886 / 0.2709 hartree. As for the energy above the lowest of the compared OMol25 structures with the same formula, charge and spin: 40.4 kcal per mole. As for the total energy: -13458.9510 eV. The strongest force on any atom is 5.8 eV/Å. Its net charge is +2. The calculation puts the highest occupied orbital energy (spin up / spin down) at -21.7966 / -22.2607 eV. As for the expectation value of S²: 0.75. As for the spin multiplicity: 2.

Cartesian coordinates (Å):
H (-0.19, 1.24, -0.90)
O (-0.48, -0.17, -0.61)
C (-0.25, -0.07, 0.82)
C (0.61, 0.82, 0.04)
Al (-0.64, -1.61, -1.62)
H (0.23, -0.96, 1.23)
H (-1.08, 0.40, 1.36)
F (1.80, 0.35, -0.32)

Record 4
Entry from the Open Molecules 2025 dataset: a structure of composition C2H3AlO3 in a non-equilibrium geometry (ωB97M-V with the def2-TZVPD basis set).

The HOMO-LUMO gap is 0.3368 hartree. As for the energy above the lowest of the compared OMol25 structures with the same formula, charge and spin: 0.0 kcal per mole. As for the total energy: -14838.7839 eV. The strongest force on any atom is 7.2 eV/Å. Its net charge is +2. The calculation puts the highest occupied orbital energy at -21.1079 eV.

Cartesian coordinates (Å):
O (0.57, 0.95, -1.95)
C (-0.15, 1.25, -2.89)
H (0.27, 1.76, -3.77)
H (-1.24, 1.11, -2.84)
O (-0.50, -1.10, 2.18)
C (-0.35, -0.48, 1.10)
O (1.05, -0.33, 1.10)
Al (0.33, 0.44, -0.37)
H (1.01, -0.95, 2.19)

Record 5
Entry from the Open Molecules 2025 dataset: a structure of composition C2H3BiF3O3S in a non-equilibrium geometry (ωB97M-V with the def2-TZVPD basis set).

The HOMO-LUMO gap is 0.2722 hartree. As for the total energy: -33080.7945 eV. The strongest force on any atom is 8.2 eV/Å. Its net charge is +1. The calculation puts the highest occupied orbital energy at -14.6257 eV.

Cartesian coordinates (Å):
O (0.78, -1.46, 0.29)
Bi (-0.49, -2.14, 1.50)
S (0.11, 0.49, 0.61)
O (-0.36, 1.93, 0.71)
O (-1.03, -0.23, 1.40)
C (-0.01, 0.44, -1.30)
F (-0.43, 1.59, -1.81)
F (1.18, 0.18, -1.83)
F (-0.89, -0.49, -1.66)
C (1.72, 0.68, 1.40)
H (1.67, 1.58, 2.02)
H (1.86, -0.20, 2.06)
H (2.45, 0.80, 0.59)

Record 6
Entry from the Open Molecules 2025 dataset: a cluster of 2 separate species, C2H3Br in total in a non-equilibrium geometry (ωB97M-V with the def2-TZVPD basis set).

The HOMO-LUMO gap (spin up / spin down) is 0.2354 / 0.2369 hartree. As for the energy above the lowest of the compared OMol25 structures with the same formula, charge and spin: 71.3 kcal per mole. As for the total energy: -72157.1203 eV. The strongest force on any atom is 2.9 eV/Å. The calculation puts the highest occupied orbital energy (spin up / spin down) at -5.7169 / -10.3866 eV. As for the expectation value of S²: 2.01. As for the spin multiplicity: 3.

Cartesian coordinates (Å):
C (0.66, 0.54, 0.02)
C (-0.30, -0.31, -0.05)
Br (-2.25, -0.03, -0.05)
H (1.62, 0.00, 0.06)
H (0.50, 1.68, 0.10)
H (-0.24, -1.87, -0.09)

Record 7
Entry from the Open Molecules 2025 dataset: a structure of composition C2H3Br2O2P in a non-equilibrium geometry (ωB97M-V with the def2-TZVPD basis set).

The HOMO-LUMO gap is 0.3724 hartree. As for the energy above the lowest of the compared OMol25 structures with the same formula, charge and spin: 17.1 kcal per mole. As for the total energy: -155590.7335 eV. The strongest force on any atom is 5.8 eV/Å. The calculation puts the highest occupied orbital energy at -9.9181 eV.

Cartesian coordinates (Å):
C (0.52, 4.29, 0.31)
C (0.26, 0.75, -0.40)
O (1.08, 3.97, 1.24)
O (0.13, 4.53, -0.71)
P (0.36, -1.14, -0.70)
Br (-1.27, 1.68, -0.74)
Br (1.97, 1.30, -1.25)
H (0.38, 0.93, 0.69)
H (0.16, -0.97, -2.07)
H (-1.14, -1.48, -0.54)

Record 8
Entry from the Open Molecules 2025 dataset: the ion C2H3Br2O2Si with charge -1 in a non-equilibrium geometry (ωB97M-V with the def2-TZVPD basis set).

The HOMO-LUMO gap is 0.2834 hartree. As for the energy above the lowest of the compared OMol25 structures with the same formula, charge and spin: 10.3 kcal per mole. As for the total energy: -154184.2972 eV. Its SMILES is C[Si](Br)(Br)C(=O)[O-]. The strongest force on any atom is 1.8 eV/Å. Its net charge is -1. The calculation puts the highest occupied orbital energy at -4.5503 eV.

Cartesian coordinates (Å):
C (1.10, -0.40, 0.71)
Si (-0.74, -0.20, 0.10)
Br (-1.78, -2.72, 0.10)
Br (-1.58, 0.92, 1.92)
C (-0.55, 1.20, -1.58)
O (-1.08, 1.04, -2.66)
O (0.22, 1.88, -0.96)
H (1.18, -1.11, 1.49)
H (1.44, -0.95, -0.15)
H (1.80, 0.34, 1.02)